(1)
Molecular formula: C29H45N12O3ReS
Method: DFT, ωB97M-V/def2-TZVPD

Summary:
**Expectation value of S²**: 3.876
**Frontier orbital gap (alpha / beta)**: 4.96 / 4.07 eV
**Charge**: +3
**2S+1**: 4
**Energy**: -67763.78625 eV
**Largest force on an atom**: 5.129 eV/A

Last column: Löwdin spin population.
CARTESIAN COORDINATES (ANGSTROEM)
C1 3.35919 0.07217 2.99134  0.04
Re1 1.92592 -0.61132 0.65206  2.05
H1 1.84402 2.16693 4.57183  0.00
H2 3.11634 -5.86217 -3.24723  0.00
C2 2.98393 1.82883 -1.03198  0.02
H3 -4.34890 -1.00769 7.36331  0.00
H4 -3.20515 -2.56262 -3.38472  0.00
H5 -1.50693 -2.62395 3.58761  0.00
H6 -1.63625 -2.82099 -2.56638  0.00
C3 3.08481 -4.03939 -2.47374  0.00
H7 -1.54893 -0.28013 -5.19991  0.00
H8 -0.61748 -0.96062 5.15482  0.00
H9 -1.73442 -2.70692 -4.35603  0.00
H10 -3.20804 0.10344 5.64321  0.00
N1 -0.84864 1.27154 -6.36987  0.00
C4 2.55953 1.15698 2.81105  -0.05
C5 -1.96526 -0.69396 -3.24002  0.00
H11 1.46375 2.92908 -8.15729  0.00
H12 -2.89945 -0.09091 3.21514  0.00
C6 -4.66323 2.72259 0.33834  0.00
H13 -0.11390 0.92635 -8.25316  0.00
C7 -0.07314 1.59394 -7.39366  0.00
H14 -6.79195 2.59952 0.84773  0.00
C8 -1.29961 -0.48638 2.00749  0.03
C9 2.60605 -3.64598 -0.32200  0.01
C10 -3.18583 2.29407 0.61918  0.00
C11 2.46055 2.35059 3.69086  -0.01
O1 -2.00367 -0.19131 -2.08469  0.00
H15 3.28146 -4.62780 -4.38185  0.00
C12 -5.82840 2.08385 1.15102  0.00
C13 3.71336 1.52368 -3.29768  0.02
H16 -2.83211 0.33734 -0.30371  0.00
H17 3.90825 -2.59173 1.53359  0.00
C14 -2.84326 0.80129 0.63216  0.00
H18 0.10553 3.63581 -4.14295  0.00
N2 2.83335 0.44534 -0.89371  0.02
C15 3.32215 2.37875 -2.23532  0.00
H19 -4.62420 3.79735 0.47903  0.00
H20 -2.59260 2.00031 -3.96923  0.00
H21 -3.01980 2.83325 1.54339  0.00
O2 0.87691 1.96808 1.48671  0.34
C16 -0.74940 2.01286 -5.24134  0.00
N3 -2.18232 -0.76383 2.97580  0.02
C17 3.52086 0.14141 -3.12576  0.00
C18 4.35722 -0.10491 4.12392  0.01
H22 -3.85279 -2.38338 6.13961  0.00
C19 -2.13700 -2.30758 -3.38896  0.00
H23 -1.40381 -2.38909 5.83034  0.00
S1 0.17289 -1.48253 1.89606  0.23
C20 -1.61458 -1.45354 5.35494  0.00
C21 0.84007 3.52907 -6.25045  0.00
H24 4.46901 0.88310 4.56865  0.00
C22 3.24200 -0.44370 -1.87143  0.02
H25 3.33741 -0.53194 -3.95934  0.00
N4 3.31320 -0.82697 1.94890  -0.03
H26 1.83675 3.11730 3.16714  0.00
H27 3.18984 3.43166 -2.43870  0.00
N5 3.07273 -2.69210 -2.79546  0.01
H28 3.44087 2.68588 3.96850  0.00
H29 5.36672 -0.28192 3.74762  0.00
H30 -3.54862 0.26143 1.25285  0.00
N6 2.40519 -4.07569 0.97917  0.01
H31 -5.95565 0.99472 0.98617  0.00
C23 2.98138 -1.85857 -1.76515  0.01
H32 1.68361 -3.54598 1.50845  0.00
C24 0.04606 3.14316 -5.14180  0.00
N7 -1.47575 0.54571 1.17923  0.02
H33 -3.06318 -2.21703 7.63074  0.00
C25 -2.55431 -0.64692 6.21612  0.00
H34 2.59224 -5.08889 1.17624  0.00
N8 3.18376 -4.90562 -3.44910  0.01
H35 -0.60068 1.10242 1.03915  0.00
H36 -2.01234 -0.09449 6.98006  0.00
N9 2.86690 -4.55531 -1.23048  0.01
H37 3.83380 1.98081 -4.31300  0.00
C26 -1.60825 1.52519 -4.12473  0.00
N10 -1.82105 0.10836 -4.29871  0.00
H38 -5.60285 2.26601 2.25582  0.00
C27 -2.17929 -1.87606 3.98421  0.00
H39 1.40904 4.45459 -6.28295  0.00
C28 0.81900 2.70047 -7.38517  0.00
H40 4.04442 -0.90437 4.87505  0.00
H41 2.72198 2.54553 -0.19436  0.00
N11 1.71741 1.01492 1.76113  0.15
H42 -2.50235 2.89759 -0.02079  0.00
H43 -1.07570 1.53556 -3.13324  0.00
C29 -3.56059 -1.59567 6.89653  0.00
H44 -4.83808 2.58746 -0.72862  0.00
N12 2.69819 -2.24530 -0.47201  0.06
O3 4.25546 -1.87409 2.15619  0.00
H45 -3.13342 -2.33693 3.99825  0.00

=====

(2)
Molecular formula: C5H11NS
Method: DFT, ωB97M-V/def2-TZVPD

Summary:
**Frontier orbital gap (alpha / beta)**: 8.55 / 7.61 eV
**Charge**: 0
**Energy**: -17680.57647 eV
**Largest force on an atom**: 6.436 eV/A

Last column: Löwdin charge in e.
CARTESIAN COORDINATES (ANGSTROEM)
H1 0.67808 -3.16674 0.00457  0.02
C1 -0.71231 0.20883 -2.29753  -0.07
H2 1.76233 0.67538 0.12754  0.02
H3 -0.06167 0.57231 -3.24542  0.15
H4 -1.03995 -0.74987 -2.36422  0.02
H5 1.66467 1.77803 -1.23915  0.06
H6 0.33867 1.34519 2.20922  -0.07
C2 0.27725 0.13476 -1.16089  -0.42
H7 -2.15901 -1.35112 0.95971  -0.02
H8 -1.42963 1.31931 2.71045  -0.02
S1 -0.21142 -0.92561 0.33969  0.82
C3 1.26728 0.91888 -0.73794  -0.03
C4 0.97003 -2.15194 0.13464  -0.16
H9 -1.48149 0.84496 -2.17733  0.03
H10 1.81974 -2.15301 0.68828  -0.02
C5 -0.48407 0.93958 2.61214  0.07
H11 0.00826 0.28786 3.25266  -0.02
N1 -1.59561 -1.55065 0.11972  -0.36

=====

(3)
Molecular formula: C40H36ClN3O3PS3SbTi
Method: DFT, ωB97M-V/def2-TZVPD

Summary:
**Expectation value of S²**: 0.756
**Frontier orbital gap (alpha / beta)**: 5.77 / 5.82 eV
**Charge**: -1
**2S+1**: 2
**Energy**: -136651.64661 eV
**Largest force on an atom**: 0.542 eV/A

Last column: Löwdin spin population.
CARTESIAN COORDINATES (ANGSTROEM)
C1 -4.34248 -1.38033 -3.06684  0.00
H1 -6.29970 1.64091 2.75948  0.00
C2 1.06945 2.83828 -2.31469  0.00
C3 2.04678 1.54992 -0.65916  0.00
C4 1.27978 4.77466 -4.32407  0.00
C5 4.38471 -2.68349 0.82305  0.00
H2 5.63570 1.16768 -1.59595  0.00
C6 -0.10808 -2.08693 -1.29719  0.00
H3 1.35265 5.51930 -5.10636  0.00
Cl1 -4.58545 1.56155 0.52632  0.00
C7 6.51177 1.58937 1.64787  0.00
N1 2.03472 0.51177 0.22863  0.00
C8 0.23060 -0.82442 -0.78691  -0.01
C9 1.20046 4.18860 -1.99815  0.00
C10 5.31804 2.10768 2.14077  0.00
H4 1.12834 3.10513 -5.68374  0.00
H5 -1.50063 -5.67804 1.51673  0.00
H6 -1.10395 1.29953 -4.22242  0.00
O1 3.05634 2.82995 1.61799  0.00
Ti1 -0.94275 1.03667 -0.40557  0.93
H7 4.65326 -3.06073 -0.16827  0.00
H8 2.82482 1.92251 3.46799  0.00
C11 1.89926 -3.10055 -0.43454  0.00
C12 -1.29714 -4.63455 1.72487  0.00
O2 3.45849 -1.62661 0.73289  0.00
C13 6.64965 1.27050 0.30792  0.00
H9 5.26998 -2.27578 1.30680  0.00
C14 0.69846 -3.19748 -1.13564  0.00
H10 3.24855 2.88722 -1.59772  0.00
H11 -6.10756 -3.83385 -1.54151  0.00
C15 -2.02272 -3.64782 1.07166  0.00
C16 -3.72103 -1.56135 -0.73894  0.00
H12 -4.24432 -0.88406 -4.02397  0.00
H13 -2.96212 -0.06413 -2.05829  0.01
C17 2.70186 2.89752 2.98945  0.00
H14 3.29787 3.64720 3.51748  0.00
C18 -0.76615 -1.95954 2.22935  0.00
H15 5.22798 2.35495 3.18880  0.00
C19 4.25452 2.31982 1.27277  0.00
C20 -4.75557 0.48331 1.85543  0.00
C21 -1.76743 -2.30429 1.31947  0.00
H16 0.38805 -4.16226 -1.52059  0.00
H17 2.87816 0.40407 0.77104  0.00
H18 -6.54367 0.09252 4.68841  0.00
H19 1.38703 6.19445 -2.71210  0.00
H20 0.25895 -5.05719 3.13987  0.00
H21 -3.41109 -2.34563 3.10840  0.00
H22 3.99359 -3.51069 1.42356  0.00
S1 -3.28984 4.70798 1.80289  0.00
H23 2.50953 -3.97846 -0.27578  0.00
C22 1.05232 2.46785 -3.66058  0.00
O3 0.96608 1.14923 -4.04620  0.00
H24 -5.81021 -2.78407 -3.75769  0.00
H25 -5.08997 -1.90943 4.84298  0.00
C23 4.37896 1.96451 -0.08250  0.00
H26 7.58060 0.86592 -0.06606  0.00
H27 7.33968 1.43624 2.32871  0.00
C24 1.47998 -0.74215 -0.17998  0.00
N2 0.95879 1.86611 -1.28722  0.00
S2 -2.11199 2.80036 -1.36068  -0.01
C25 -5.81634 -0.11592 3.91414  0.00
H28 -2.77635 -3.93507 0.35070  0.00
C26 -0.31005 -4.28646 2.63406  0.00
C27 -0.33801 0.58213 -3.91981  0.00
Sb1 -1.38893 4.04502 0.76658  0.01
H29 0.73585 -2.66570 3.57934  0.00
C28 -4.05621 -1.48167 3.01746  0.00
H30 -1.06010 -2.21953 -1.80555  0.00
S3 -0.78427 1.87435 1.78937  0.03
H31 -0.52155 0.26226 -2.89196  0.00
H32 -4.80901 -3.02699 0.39495  0.00
C29 -5.22667 -2.43774 -2.91363  0.00
C30 2.29134 -1.86244 0.03814  0.00
C31 -5.39052 -3.03209 -1.66825  0.00
C32 1.30450 5.15116 -2.98778  0.00
C33 -3.91367 -0.62767 1.92699  0.00
H33 -0.55596 -0.91104 2.41753  0.00
H34 1.19314 4.47036 -0.95220  0.00
C34 -0.04410 -2.94676 2.88198  0.00
C35 -5.00191 -1.23361 4.00181  0.00
C36 1.15114 3.43486 -4.65232  0.00
C37 -4.64978 -2.58920 -0.58383  0.00
H35 1.65051 3.17146 3.00727  0.00
C38 -3.59868 -0.94154 -1.98118  0.01
C39 5.57137 1.44862 -0.55234  0.00
P1 -2.67583 -0.88461 0.59847  0.01
H36 -0.36339 -0.29110 -4.57017  0.00
C40 -5.69233 0.75011 2.83881  0.00
N3 3.25388 2.13935 -0.92080  0.00

=====

(4)
Molecular formula: C22H19ClN4O4
Method: DFT, ωB97M-V/def2-TZVPD

Summary:
**Frontier orbital gap**: 8.64 eV
**Charge**: 0
**Energy**: -49794.77887 eV
**Largest force on an atom**: 5.478 eV/A
**SMILES string**: O=C(O)CCN1C(=O)[C@@H]2Cc3c(n(Cc4ccc(Cl)nc4)c4ccccc34)CN2C1=O

Last column: Löwdin charge in e.
CARTESIAN COORDINATES (ANGSTROEM)
O1 3.37415 -1.37900 7.73302  0.13
C1 -1.97638 3.24285 -0.94109  -0.18
C2 -2.12814 5.96194 -0.41764  -0.69
H1 -0.54993 1.09834 1.88070  0.14
C3 1.86650 -0.72152 -3.93105  -0.11
H2 -0.15052 5.78198 0.37981  0.13
C4 3.14874 -1.99035 6.75147  -0.54
H3 -2.09118 0.16153 1.38736  0.12
H4 -0.64077 1.62216 -3.92748  0.10
H5 -2.75697 1.34748 -0.71273  0.13
H6 1.93472 -1.76597 0.64674  0.15
C5 0.79721 -2.80744 2.92518  -0.33
H7 1.14742 0.61716 -5.45540  0.09
N1 -0.76844 0.86513 -1.19742  0.01
N2 -3.18460 5.30434 -1.03801  0.05
H8 2.33831 -2.00078 -2.26168  0.12
N3 0.47341 -1.98790 3.98191  0.06
C6 1.05914 0.32935 -4.42151  -0.05
C7 -1.93578 1.76957 -1.31103  -0.07
H9 -2.34689 1.89880 -2.34179  0.13
C8 -1.07970 5.25701 0.04538  -0.11
H10 -0.01578 3.37030 -0.02820  0.13
C9 -0.53480 0.08427 -0.04809  -0.09
H11 0.84966 -2.85967 -0.27609  0.10
O2 1.36854 -3.85475 3.16264  0.10
H12 0.10492 -2.03351 6.05561  0.15
H13 -0.66057 -2.99468 1.47177  0.14
C10 0.32382 -0.90722 -0.46254  -0.11
C11 0.04966 -2.23179 1.65699  -0.10
H14 1.83467 -0.31314 6.05550  0.14
C12 0.06778 0.89293 -3.55386  0.02
H15 1.38733 -3.20015 5.50594  0.14
O3 3.50289 -3.25899 6.49397  0.10
H16 3.89242 -3.56159 7.37808  0.17
C13 -0.01256 0.41750 -2.23341  -0.22
H17 2.81052 -1.13523 4.85734  0.12
C14 -0.98404 3.89460 -0.21975  -0.02
Cl1 -2.31642 7.70664 -0.29454  0.64
H18 2.46642 -1.39805 -4.52006  0.10
H19 -4.02554 3.68026 -1.70766  0.13
O4 -0.05499 0.29731 4.04164  0.03
C15 0.72761 -0.63643 -1.82461  -0.13
C16 -3.07661 4.06283 -1.27794  -0.15
C17 -0.15721 -0.84109 3.49551  -0.40
C18 1.71878 -1.18243 -2.66867  -0.03
C19 -1.00281 0.18234 1.40756  -0.02
C20 0.87419 -2.03355 0.35744  -0.05
C21 2.19107 -1.33537 5.71304  -0.08
C22 0.98851 -2.14391 5.36492  -0.11
N4 -0.47586 -0.95859 2.18338  0.02